27
Properties=species:S:1:pos:R:3 method="wB97M-V/def2-TZVPD" homo_lumo_gap_ev="6.88 / 6.04" s_squared=2.03 multiplicity=3 homo_ev="-6.22 / -9.52" lumo_energy_ev="0.657 / -3.479" relative_energy_kj_mol=0.0
C -2.79 2.00 -0.24
C -2.12 1.93 0.99
C -2.44 1.15 -1.32
C -1.20 0.99 1.13
C -1.49 0.15 -1.11
C -0.90 0.00 0.20
C 0.13 -2.41 -0.25
C 0.02 -1.07 0.50
N 1.49 -3.01 0.05
N 0.83 -0.93 1.45
O 3.19 1.82 -0.76
O 2.77 -0.50 -0.17
O 1.85 1.28 1.15
O 1.06 0.98 -1.13
S 2.14 0.84 -0.18
H -3.60 2.66 -0.43
H -2.38 2.67 1.83
H -2.95 1.29 -2.21
H -0.59 0.92 2.14
H -1.12 -0.46 -1.87
H -0.06 -2.33 -1.36
H -0.75 -3.02 0.00
H 1.60 -3.76 -0.73
H 2.10 -2.23 0.12
H 1.35 -1.77 1.60
H 2.74 2.71 -0.97
H 1.13 0.09 1.55

***

55
Properties=species:S:1:pos:R:3 method="wB97M-V/def2-TZVPD" total_charge=+1 homo_lumo_gap_ev=7.50 smiles="Fc1ccc([C@H](CC(c2ccccc2)=[N+]2CCCCC2)c2ccccc2)cc1" homo_ev=-11.55 lumo_energy_ev=-4.051 relative_energy_kj_mol=137.6
C 1.98 1.84 -4.37
C 0.84 2.56 -3.64
C 0.54 1.99 -2.26
N 0.69 0.56 -2.07
C 0.19 -0.02 -0.98
C -0.86 0.63 -0.23
C 0.55 -1.43 -0.72
C -0.45 -2.43 -0.77
C -0.12 -3.76 -0.53
C 1.26 -4.05 -0.25
C 2.27 -3.07 -0.17
C 1.90 -1.74 -0.44
C 1.61 -0.18 -2.89
C 1.74 0.29 -4.35
H 2.06 2.21 -5.44
H 2.94 2.06 -3.87
H 1.07 3.62 -3.56
H -0.09 2.51 -4.25
H 1.17 2.50 -1.52
H -0.49 2.30 -2.07
H -2.02 0.21 -0.35
H -0.71 1.69 -0.16
H -1.51 -2.13 -0.99
H -0.92 -4.55 -0.55
H 1.52 -5.07 -0.01
H 3.33 -3.29 0.06
H 2.62 -0.94 -0.37
H 2.65 -0.11 -2.45
H 1.39 -1.27 -3.01
H 0.81 0.03 -4.93
H 2.59 -0.20 -4.86
F 3.52 -0.84 4.18
C 2.31 -0.66 3.61
C 1.52 -1.75 3.29
C 0.38 -1.57 2.52
C -0.03 -0.28 2.09
C -1.23 -0.12 1.25
C -2.40 0.59 1.90
C -3.70 0.24 1.48
C -4.80 0.99 1.96
C -4.64 2.09 2.87
C -3.35 2.38 3.34
C -2.25 1.58 2.87
C 0.75 0.82 2.41
C 1.91 0.66 3.23
H 1.89 -2.78 3.56
H -0.26 -2.43 2.29
H -1.56 -1.13 1.00
H -3.85 -0.62 0.83
H -5.79 0.78 1.51
H -5.44 2.84 2.97
H -3.19 3.29 3.98
H -1.28 1.80 3.33
H 0.42 1.80 2.08
H 2.54 1.54 3.45

***

33
Properties=species:S:1:pos:R:3 method="wB97M-V/def2-TZVPD" homo_lumo_gap_ev=9.58 smiles=CC(C)[C@@H](C)NCN.O.O.O homo_ev=-9.00 lumo_energy_ev=0.573 relative_energy_kj_mol=57.5
C -1.38 0.86 2.18
C -0.03 0.89 1.42
C -0.20 2.09 0.40
C 1.07 2.51 -0.30
C -1.35 1.83 -0.57
N 0.36 -0.39 0.73
C 0.21 -1.51 1.71
N -0.29 -2.72 1.03
H -1.82 -0.13 2.16
H -1.26 0.99 3.27
H -2.14 1.49 1.73
H 0.82 1.11 2.07
H -0.57 2.97 1.01
H 0.95 3.52 -0.67
H 1.36 1.74 -1.04
H 1.86 2.61 0.45
H -1.17 1.00 -1.25
H -2.35 1.69 -0.15
H -1.56 2.63 -1.25
H -0.18 -0.54 -0.10
H 1.15 -1.72 2.19
H -0.50 -1.34 2.58
H 0.32 -3.10 0.31
H -1.08 -2.36 0.48
H 2.28 -0.72 -0.07
H 2.97 0.38 -0.80
O 2.75 -0.56 -0.92
H 1.38 -0.87 -2.15
H 0.68 -1.36 -3.43
O 0.58 -0.71 -2.72
H -2.36 -1.98 -2.48
H -1.17 -1.22 -1.91
O -2.01 -1.63 -1.65

***

68
Properties=species:S:1:pos:R:3 method="wB97M-V/def2-TZVPD" homo_lumo_gap_ev=8.24 smiles="CCP(C)[C@@](C#N)([C@@H](C)F)[C@@](C#N)(CC=O)S(C)(=O)=O.CCOS(C)(=O)=O.CCOS(C)(=O)=O" homo_ev=-8.82 lumo_energy_ev=-0.573
C 1.42 5.12 0.92
C 0.53 4.43 -0.24
P 1.53 2.91 -0.89
C 1.29 2.87 -2.77
C 0.85 1.29 -0.07
C 0.26 1.81 1.36
N -0.27 1.97 2.44
C -0.43 0.88 -0.96
C -1.38 -0.25 -0.32
F -1.29 2.05 -1.18
C 1.97 0.14 0.09
C 1.79 -1.08 -0.97
N 1.39 -1.94 -1.74
C 3.50 0.65 -0.13
C 3.96 0.62 -1.70
O 4.58 -0.35 -2.21
S 1.97 -0.70 1.78
C 3.08 -2.22 1.80
O 2.56 0.21 2.86
O 0.59 -1.23 2.16
H 2.43 4.57 0.98
H 0.90 5.09 1.94
H 1.62 6.20 0.59
H 0.44 5.14 -1.13
H -0.54 4.14 0.08
H 1.13 1.83 -3.22
H 2.29 3.25 -3.24
H 0.43 3.60 -3.02
H -0.15 0.52 -2.03
H -1.16 -1.27 -0.82
H -1.40 -0.29 0.82
H -2.46 0.01 -0.65
H 4.19 -0.13 0.38
H 3.74 1.65 0.38
H 3.71 1.56 -2.32
H 2.87 -2.85 0.86
H 4.16 -1.83 1.79
H 2.95 -2.83 2.78
O -1.68 -0.14 -3.62
S -1.01 -0.55 -4.83
O -0.37 0.39 -5.71
O -2.01 -1.47 -5.70
C -3.28 -0.93 -6.07
C -3.15 0.09 -7.18
C 0.17 -1.81 -4.42
H -3.79 -0.51 -5.20
H -3.89 -1.77 -6.43
H -2.60 0.97 -6.85
H -4.14 0.42 -7.52
H -2.60 -0.33 -8.03
H -0.31 -2.55 -3.78
H 0.99 -1.33 -3.89
H 0.53 -2.26 -5.34
O -1.99 -4.33 5.72
S -2.46 -3.11 6.30
O -3.57 -2.38 5.75
O -1.21 -2.10 6.49
C -0.43 -1.76 5.34
C -1.16 -0.79 4.43
C -2.79 -3.39 8.02
H -0.13 -2.66 4.80
H 0.48 -1.28 5.71
H -2.05 -1.25 3.99
H -0.51 -0.46 3.62
H -1.50 0.09 4.99
H -1.95 -3.91 8.47
H -3.69 -4.00 8.09
H -2.96 -2.43 8.51

***

40
Properties=species:S:1:pos:R:3 method="wB97M-V/def2-TZVPD" homo_lumo_gap_ev=8.23 smiles="CCOc1ccc2nc(NC(=O)CCC(=O)c3cccs3)sc2c1" homo_ev=-7.99 lumo_energy_ev=0.237 relative_energy_kj_mol=0.0
C 4.79 -6.46 1.59
C 4.29 -5.16 0.98
O 2.93 -5.02 1.33
C 2.23 -3.94 0.90
C 0.90 -3.89 1.31
C 0.13 -2.82 0.91
C 0.65 -1.78 0.11
C 1.98 -1.85 -0.28
C 2.76 -2.92 0.11
H 3.79 -2.95 -0.20
H 2.39 -1.06 -0.89
N -0.24 -0.79 -0.21
C -1.39 -1.00 0.30
N -2.50 -0.22 0.17
C -2.65 1.01 -0.45
O -3.74 1.51 -0.48
C -1.41 1.60 -1.06
C -1.68 3.04 -1.47
C -1.87 3.91 -0.23
O -1.56 3.53 0.88
C -2.42 5.24 -0.47
C -2.77 5.87 -1.63
C -3.26 7.17 -1.42
C -3.28 7.51 -0.10
S -2.69 6.26 0.91
H -3.60 8.43 0.34
H -3.59 7.83 -2.21
H -2.68 5.43 -2.61
H -0.85 3.45 -2.05
H -2.59 3.09 -2.08
H -0.60 1.56 -0.33
H -1.10 0.99 -1.91
H -3.34 -0.57 0.61
S -1.55 -2.50 1.26
H 0.50 -4.68 1.92
H 4.39 -5.20 -0.12
H 4.87 -4.31 1.36
H 5.84 -6.60 1.34
H 4.22 -7.30 1.21
H 4.69 -6.42 2.67

***

11
Properties=species:S:1:pos:R:3 method="wB97M-V/def2-TZVPD" homo_lumo_gap_ev=9.23 smiles="S=C1CCON1" homo_ev=-8.49 lumo_energy_ev=0.738 relative_energy_kj_mol=229.9
C -0.20 1.13 -0.24
C -0.90 -0.18 0.07
C 0.21 -1.17 0.30
H -1.53 -0.42 -0.80
H -1.55 -0.07 0.93
H 0.12 -2.10 -0.30
H 0.28 -1.43 1.36
H 1.87 1.37 -0.35
N 1.09 0.75 -0.39
O 1.41 -0.54 -0.11
S -0.82 2.65 -0.47

***

11
Properties=species:S:1:pos:R:3 method="wB97M-V/def2-TZVPD" total_charge=+1 homo_lumo_gap_ev=12.75 smiles="CNC(=[NH2+])F" homo_ev=-16.61 lumo_energy_ev=-3.858 relative_energy_kj_mol=88.7
C 0.80 -0.12 -1.16
C -0.87 0.58 0.46
N -0.27 0.51 -0.87
N 1.65 -0.92 -0.50
F 1.32 0.18 -2.41
H -1.02 1.62 0.61
H -1.86 0.07 0.51
H -0.04 0.14 1.02
H -0.67 1.24 -1.41
H 1.20 -1.38 0.27
H 2.17 -1.40 -1.21

***

12
Properties=species:S:1:pos:R:3 method="wB97M-V/def2-TZVPD" homo_lumo_gap_ev=11.84 smiles=C#C.C#C.C#C homo_ev=-10.70 lumo_energy_ev=1.134 relative_energy_kj_mol=653.0
C -1.14 0.93 1.43
C -1.10 2.13 1.29
C 1.03 1.12 -1.39
C 1.65 0.40 -2.13
C 0.11 -2.06 -0.05
C -0.54 -2.53 0.85
H -1.16 -0.13 1.52
H -1.06 3.19 1.16
H 0.47 1.73 -0.71
H 2.19 -0.25 -2.78
H 0.67 -1.60 -0.84
H -1.11 -2.95 1.64

***

| no. | E (Ha) | maximum force (hartree/bohr) |
| --- | --- | --- |
| 1 | -1120.52415 | 0.109 |
| 2 | -1161.26828 | 0.105 |
| 3 | -577.01327 | 0.048 |
| 4 | -3128.43692 | 0.136 |
| 5 | -1789.05185 | 0.022 |
| 6 | -645.42409 | 0.041 |
| 7 | -288.91366 | 0.089 |
| 8 | -231.97762 | 0.011 |